[1]
Here is CH30O18Y as an isolated structure at a distorted geometry from the OMol25 dataset. Energies are from ωB97M-V with the def2-TZVPD basis set.

The calculation puts the calculated total energy at -1448.61794 Ha. Its charge is +1. The value obtained for the energy relative to the best compared isomer or geometry (same formula, charge and spin) is 2.031 eV. The value obtained for the frontier orbital gap is 6.1 eV. The highest occupied orbital energy comes out at -10.6 eV.

Each line ends with the Mulliken charge.
Positions of all 50 atoms, in Å:
1 Y -0.718 -2.202 -0.633  1.01
2 C 0.058 0.307 -0.279  2.20
3 O -0.518 -0.566 0.671  0.08
4 O 1.009 0.985 0.159  -1.23
5 O 0.109 -0.329 -1.376  -1.28
6 O 0.657 -2.902 1.137  -0.39
7 H 1.301 -3.624 1.086  0.27
8 H 0.253 -2.823 2.009  0.24
9 O -0.088 0.695 2.769  -0.79
10 H 0.050 0.282 1.914  0.21
11 H 0.000 1.638 2.574  0.67
12 O -2.717 -1.145 -1.060  -0.35
13 H -3.432 -0.754 -0.532  0.29
14 H -3.157 -1.246 -1.922  0.26
15 O -2.943 -0.069 2.403  -0.71
16 H -2.156 -0.103 2.917  0.35
17 H -2.730 0.495 1.660  0.26
18 O 1.398 -2.754 -1.584  -0.47
19 H 1.888 -2.123 -2.176  0.29
20 H 2.022 -3.478 -1.455  0.27
21 O 2.513 -0.389 1.764  -0.66
22 H 2.452 -1.333 1.610  0.28
23 H 1.981 0.025 1.075  0.12
24 O 2.683 3.030 0.567  -0.70
25 H 3.582 3.002 0.293  0.31
26 H 2.239 2.268 0.198  0.56
27 O -2.468 1.856 0.691  -0.68
28 H -2.714 2.508 0.021  0.39
29 H -1.878 1.370 0.128  0.05
30 O -0.058 3.198 1.465  -0.62
31 H 0.214 2.639 0.769  0.16
32 H -0.982 3.386 1.321  0.31
33 O -1.970 1.172 -2.883  -0.54
34 H -2.939 1.065 -2.832  0.28
35 H -1.662 1.925 -2.325  0.28
36 O 3.077 -0.266 -1.309  -0.73
37 H 3.148 -0.212 -2.268  0.34
38 H 2.176 0.071 -1.077  0.34
39 O -1.107 -2.406 -2.892  -0.46
40 H -0.738 -1.715 -3.527  0.29
41 H -1.468 -2.987 -3.502  0.28
42 O 1.095 1.614 -2.982  -0.71
43 H 1.294 2.346 -2.396  0.39
44 H 0.849 0.916 -2.405  0.26
45 O -2.123 -3.011 1.035  -0.48
46 H -1.936 -2.809 1.966  0.30
47 H -3.084 -2.895 1.112  0.31
48 O 2.580 1.930 3.084  -0.72
49 H 2.600 2.387 2.227  0.43
50 H 2.357 1.028 2.789  0.42

---

[2]
Here is CH31CdO18 as an isolated structure at a distorted geometry from the OMol25 dataset. Energies are from ωB97M-V with the def2-TZVPD basis set.

The calculation puts the calculated total energy at -1578.54060 Ha. Its charge is +1. The value obtained for the energy relative to the best compared isomer or geometry (same formula, charge and spin) is 0.157 eV. The value obtained for the frontier orbital gap is 7.8 eV. The highest occupied orbital energy comes out at -12.5 eV.

Each line ends with the Mulliken charge.
Positions of all 51 atoms, in Å:
1 Cd 6.460 22.591 -1.136  0.97
2 C 5.465 21.126 -3.012  0.86
3 O 6.206 22.040 -3.331  0.41
4 O 5.243 20.251 -3.969  0.73
5 O 5.010 20.928 -1.879  -0.71
6 H 5.683 20.360 -4.822  -0.24
7 O 8.742 19.580 -4.226  -0.51
8 H 8.624 20.371 -3.683  0.22
9 H 9.476 19.814 -4.808  0.29
10 O 7.992 24.337 -2.480  -0.62
11 H 7.405 24.467 -3.212  0.37
12 H 8.763 23.972 -2.897  0.28
13 O 3.154 23.052 -3.700  -0.58
14 H 2.637 23.808 -4.011  0.28
15 H 3.349 22.507 -4.466  0.22
16 O 8.440 21.382 -1.738  -0.46
17 H 8.947 20.725 -1.282  0.26
18 H 9.062 21.868 -2.252  0.23
19 O 3.343 18.165 -5.346  -0.64
20 H 3.923 18.907 -5.010  0.21
21 H 3.474 17.483 -4.733  0.33
22 O 5.235 17.950 -2.475  -0.78
23 H 5.264 18.908 -2.632  0.18
24 H 5.344 17.512 -3.337  0.23
25 O 2.194 21.601 -1.746  -0.67
26 H 2.752 20.871 -1.979  0.26
27 H 2.433 22.310 -2.282  0.40
28 O 6.998 17.333 -4.921  -0.62
29 H 6.793 18.158 -5.448  0.35
30 H 7.870 17.332 -4.631  0.29
31 O 5.171 24.372 -2.003  -0.58
32 H 4.965 24.186 -2.905  0.22
33 H 4.331 24.457 -1.548  0.37
34 O 4.006 22.166 -6.381  -0.65
35 H 4.935 22.171 -6.587  0.25
36 H 3.734 23.082 -6.367  0.30
37 O 3.613 19.855 0.470  -0.60
38 H 4.247 20.032 -0.222  0.31
39 H 3.962 19.483 1.252  0.28
40 O 8.156 21.910 -5.738  -0.62
41 H 9.036 21.697 -6.009  0.30
42 H 7.572 21.157 -5.790  0.30
43 O 6.687 20.770 0.402  -0.54
44 H 6.536 19.836 0.272  0.29
45 H 7.461 20.773 0.993  0.29
46 O 6.032 24.372 -4.904  -0.70
47 H 5.731 24.449 -5.804  0.32
48 H 6.255 23.444 -4.913  0.03
49 O 6.417 19.723 -6.448  -0.61
50 H 5.844 19.550 -7.171  0.17
51 H 7.237 19.383 -6.740  0.34

---

[3]
Here is a 16-piece molecular cluster, CH32NO17 overall at a distorted geometry from the OMol25 dataset. Energies are from ωB97M-V with the def2-TZVPD basis set.

The calculation puts the calculated total energy at -1391.20793 Ha. Its charge is -1. The value obtained for the energy relative to the best compared isomer or geometry (same formula, charge and spin) is 0.000 eV. The value obtained for the frontier orbital gap is 8.1 eV. The highest occupied orbital energy comes out at -6.4 eV.

Each line ends with the Mulliken charge.
Positions of all 51 atoms, in Å:
1 N 18.321 -0.946 -2.711  -0.20
2 H 19.315 -0.773 -2.750  0.40
3 H 17.707 -0.165 -2.527  0.40
4 H 18.023 -1.710 -2.135  0.16
5 H 18.130 -1.223 -3.647  0.27
6 C 16.966 -4.340 -3.330  -0.32
7 O 18.071 -5.245 -3.160  -0.55
8 O 16.459 -3.827 -2.288  0.28
9 O 16.448 -4.415 -4.476  0.22
10 O 17.050 -7.609 -3.524  -0.74
11 H 16.140 -7.294 -3.525  0.76
12 H 17.441 -6.759 -3.303  -0.14
13 O 14.026 -4.035 -1.300  -0.68
14 H 14.895 -3.898 -1.706  0.29
15 H 13.427 -4.317 -2.009  0.33
16 O 18.009 -5.819 -5.958  -0.75
17 H 17.602 -5.521 -5.150  0.41
18 H 18.945 -5.482 -5.889  0.31
19 O 17.797 -2.538 -5.789  -0.77
20 H 17.315 -3.238 -5.336  0.11
21 H 18.749 -2.685 -5.728  0.33
22 O 18.986 -7.974 -1.112  -0.63
23 H 19.274 -7.854 -0.194  0.29
24 H 18.362 -7.282 -1.279  0.34
25 O 15.631 -1.669 -3.353  -0.78
26 H 15.068 -2.014 -4.080  0.50
27 H 15.896 -2.538 -3.027  0.04
28 O 20.763 -5.769 -0.958  -0.70
29 H 20.257 -5.916 -1.765  0.37
30 H 21.494 -6.379 -0.966  0.22
31 O 16.234 -6.179 -0.906  -0.59
32 H 16.182 -5.405 -1.450  0.17
33 H 15.643 -5.801 -0.235  0.32
34 O 13.853 -3.325 -4.808  -0.70
35 H 14.674 -3.738 -4.580  0.19
36 H 13.782 -3.261 -5.803  0.33
37 O 17.324 -3.327 0.074  -0.72
38 H 18.276 -3.530 0.046  0.34
39 H 17.013 -3.465 -0.842  0.02
40 O 15.128 -5.467 -6.734  -0.71
41 H 15.486 -6.346 -6.588  0.33
42 H 15.699 -4.955 -6.138  0.28
43 O 20.225 -6.436 -3.622  -0.73
44 H 19.394 -6.029 -3.408  0.58
45 H 20.090 -7.351 -3.842  0.37
46 O 14.719 -6.408 -3.957  -0.74
47 H 14.502 -6.806 -4.831  0.30
48 H 15.389 -5.708 -4.157  0.36
49 O 19.903 -3.413 -3.099  -0.70
50 H 20.064 -3.366 -4.055  0.31
51 H 19.191 -4.096 -2.978  0.23

---

[4]
Here is a 17-piece molecular cluster, CH32O19 overall at a distorted geometry from the OMol25 dataset. Energies are from ωB97M-V with the def2-TZVPD basis set.

The calculation puts the calculated total energy at -1486.94490 Ha. Its charge is -2. The value obtained for the energy relative to the best compared isomer or geometry (same formula, charge and spin) is 1.584 eV. The value obtained for the frontier orbital gap is 8.5 eV. The highest occupied orbital energy comes out at -3.9 eV.

Each line ends with the Mulliken charge.
Positions of all 52 atoms, in Å:
1 C -0.039 -0.316 -0.234  0.11
2 O 0.783 0.693 0.072  -0.98
3 O -1.252 -0.266 0.245  0.60
4 O 0.317 -1.187 -1.037  1.84
5 O 2.495 2.533 -0.293  -0.78
6 H 1.944 1.750 -0.180  0.40
7 H 2.099 3.167 0.305  0.38
8 O -1.519 -1.979 2.116  -0.75
9 H -2.386 -2.383 1.866  0.29
10 H -1.300 -1.414 1.363  0.09
11 O -2.122 -2.198 -1.335  -0.75
12 H -2.801 -1.679 -1.758  0.36
13 H -1.489 -1.647 -0.920  -0.31
14 O 3.227 1.583 2.779  -0.71
15 H 2.457 1.637 3.324  0.30
16 H 2.980 1.029 2.025  0.30
17 O -3.920 -0.243 0.915  -0.83
18 H -3.072 -0.452 0.531  0.39
19 H -3.826 -0.274 1.868  0.35
20 O 2.849 -2.220 -1.457  -0.75
21 H 2.044 -1.717 -1.404  0.07
22 H 3.287 -1.821 -2.200  0.27
23 O 0.995 -3.258 1.229  -0.63
24 H 1.063 -2.359 0.933  0.32
25 H 1.806 -3.203 1.768  0.30
26 O -0.656 1.218 2.401  -0.81
27 H -0.263 0.799 1.641  0.16
28 H -1.587 0.884 2.365  0.36
29 O -2.161 0.868 -1.928  -0.66
30 H -1.777 0.563 -1.095  -0.15
31 H -3.025 1.361 -1.762  0.25
32 O -2.977 2.333 1.071  -0.59
33 H -3.410 1.486 0.824  0.36
34 H -3.658 2.892 1.390  0.21
35 O 0.041 -3.685 -1.732  -0.69
36 H 0.094 -2.868 -1.251  0.12
37 H 0.937 -3.866 -2.069  0.30
38 O -0.267 -1.231 -3.856  -0.74
39 H -0.027 -1.205 -2.915  0.23
40 H 0.225 -0.507 -4.315  0.32
41 O 1.856 0.403 -2.510  -0.75
42 H 2.670 0.870 -2.302  0.24
43 H 1.414 0.198 -1.695  -0.12
44 O 2.603 -0.776 1.104  -0.93
45 H 2.798 -1.409 0.445  0.44
46 H 1.831 -0.380 0.738  0.44
47 O -0.731 2.768 -0.246  -0.81
48 H -0.134 2.031 -0.277  0.25
49 H -1.413 2.418 0.335  0.65
50 O 1.174 3.570 1.951  -0.68
51 H 0.677 2.990 1.436  0.55
52 H 1.142 4.500 1.732  0.19

---

[5]
Here is a 17-piece molecular cluster, CH33O19 overall at a distorted geometry from the OMol25 dataset. Energies are from ωB97M-V with the def2-TZVPD basis set.

The calculation puts the calculated total energy at -1487.59327 Ha. Its charge is -1. The value obtained for the energy relative to the best compared isomer or geometry (same formula, charge and spin) is 0.276 eV. The value obtained for the frontier orbital gap is 9.2 eV. The highest occupied orbital energy comes out at -7.2 eV.

Each line ends with the Mulliken charge.
Positions of all 53 atoms, in Å:
1 C -0.055 0.158 0.190  2.13
2 O 0.018 1.391 -0.072  -1.06
3 O -0.907 -0.545 -0.621  0.19
4 O 0.433 -0.376 1.144  -0.39
5 H -1.307 0.003 -1.324  -0.07
6 O 0.739 -2.025 3.739  -0.56
7 H 1.170 -1.826 4.600  0.27
8 H 1.479 -2.042 3.169  0.26
9 O 0.212 3.685 2.206  -0.72
10 H -0.545 3.229 2.573  0.28
11 H 0.906 3.052 2.050  0.41
12 O 1.524 -2.930 0.526  -0.74
13 H 0.799 -2.296 0.410  0.31
14 H 1.991 -2.827 -0.243  0.30
15 O -0.359 -1.813 -3.304  -0.63
16 H -0.518 -1.918 -4.234  0.23
17 H -1.222 -1.550 -2.921  0.30
18 O -0.713 2.796 -2.090  -0.80
19 H -0.431 2.102 -1.450  0.48
20 H 0.067 3.181 -2.489  0.29
21 O -2.557 2.244 0.729  -0.69
22 H -2.866 2.519 -0.109  0.28
23 H -1.645 1.977 0.499  0.32
24 O 3.195 -0.562 1.143  -0.79
25 H 3.371 -0.535 2.082  0.31
26 H 2.253 -0.779 1.126  0.18
27 O 2.244 1.303 -1.574  -0.86
28 H 1.803 1.283 -2.490  0.54
29 H 1.471 1.238 -0.961  0.12
30 O 0.837 0.693 4.689  -0.67
31 H 0.551 1.589 4.883  0.27
32 H 0.994 0.692 3.746  0.39
33 O 1.795 1.592 2.139  -0.84
34 H 2.545 1.744 1.598  0.29
35 H 1.442 0.858 1.608  0.08
36 O -1.735 -0.410 2.929  -0.70
37 H -1.009 -0.624 2.318  0.33
38 H -1.348 -0.658 3.787  0.34
39 O -3.099 -2.245 -2.816  -0.68
40 H -2.881 -2.901 -2.121  0.34
41 H -3.581 -1.569 -2.321  0.31
42 O -1.499 -2.707 0.940  -0.63
43 H -2.463 -2.852 1.113  0.29
44 H -1.396 -2.054 0.229  0.20
45 O -2.295 0.607 -2.699  -0.70
46 H -1.873 1.460 -2.725  0.26
47 H -3.006 0.608 -2.012  0.34
48 O 0.953 0.701 -3.741  -0.62
49 H 0.273 0.062 -3.508  0.28
50 H 0.564 1.295 -4.430  0.32
51 O 2.019 -1.648 -1.829  -0.74
52 H 1.464 -1.599 -2.565  0.33
53 H 2.201 -0.773 -1.515  0.32

---

Number 2 is which compound? CH31CdO18